Here is a structure of composition C36H97BrMgO13 at a distorted geometry from OMol25. Energies are from ωB97M-V/def2-TZVPD.

Gap between HOMO and LUMO   9.7 eV
Molecular weight   842.37 g mol⁻¹
Total charge   0
Strongest force on any atom   3.1 eV/A
2S+1   1

The geometry in XYZ format:
```
148
Properties=species:S:1:pos:R:3:lowdin_charge:R:1
Mg 0.17 -0.22 0.54 0.25
O -0.05 -0.64 -1.25 -0.33
H -0.43 -1.36 -1.80 -0.01
Br -1.81 0.18 1.78 0.38
C -1.40 -3.54 2.28 -0.02
C 0.05 -3.04 2.16 -0.50
C 1.01 -4.16 2.36 -0.04
O 0.23 -2.38 0.95 -0.12
H -2.14 -2.75 2.39 0.04
H -1.54 -4.19 3.14 0.08
H -1.64 -3.96 1.30 0.06
H 0.28 -2.35 2.97 0.11
H 2.01 -3.72 2.46 0.07
H 0.99 -4.84 1.50 0.09
H 0.94 -4.67 3.32 0.09
H -0.10 -2.92 0.23 0.05
C -3.01 -0.50 6.11 -0.05
C -3.03 -1.68 5.15 -0.50
C -3.25 -3.11 5.74 -0.03
O -4.02 -1.45 4.17 -0.07
H -2.65 0.41 5.62 0.05
H -2.29 -0.69 6.91 0.07
H -3.96 -0.33 6.62 0.09
H -2.07 -1.63 4.65 0.08
H -2.46 -3.37 6.45 0.07
H -3.24 -3.86 4.95 0.06
H -4.23 -3.18 6.21 0.08
H -3.62 -0.89 3.50 0.00
C -2.70 -1.45 -2.94 -0.02
C -1.86 -0.64 -3.99 -0.41
C -2.69 -0.04 -5.17 -0.02
O -1.36 0.44 -3.23 -0.10
H -3.26 -2.28 -3.36 0.08
H -3.43 -0.76 -2.51 0.08
H -2.07 -1.92 -2.19 0.05
H -1.04 -1.27 -4.35 0.12
H -3.10 -0.78 -5.86 0.07
H -2.07 0.65 -5.75 0.07
H -3.52 0.60 -4.88 0.07
H -0.99 0.03 -2.44 0.00
C -0.03 3.40 -4.45 -0.04
C 1.22 2.92 -3.74 -0.46
C 2.06 4.08 -3.21 -0.04
O 0.80 2.17 -2.61 -0.08
H -0.37 2.59 -5.10 0.07
H 0.16 4.25 -5.11 0.08
H -0.83 3.67 -3.75 0.09
H 1.79 2.38 -4.48 0.12
H 1.63 4.70 -2.42 0.08
H 2.16 4.74 -4.07 0.08
H 3.08 3.76 -3.01 0.06
H 0.22 1.46 -2.92 0.04
C 3.07 -2.86 -4.50 -0.05
C 2.52 -1.78 -3.61 -0.44
C 2.00 -0.59 -4.36 -0.04
O 1.37 -2.34 -2.87 -0.09
H 3.52 -2.44 -5.39 0.08
H 2.32 -3.57 -4.85 0.08
H 3.80 -3.43 -3.92 0.08
H 3.32 -1.58 -2.90 0.11
H 1.74 0.24 -3.70 0.06
H 1.14 -0.82 -4.99 0.09
H 2.79 -0.25 -5.04 0.07
H 0.96 -1.62 -2.38 0.00
C -0.93 -6.05 -2.25 -0.06
C -1.41 -4.63 -1.95 -0.43
C -2.80 -4.57 -1.21 -0.02
O -0.42 -4.08 -1.07 -0.07
H -0.21 -6.04 -3.06 0.08
H -1.70 -6.63 -2.75 0.07
H -0.68 -6.65 -1.38 0.09
H -1.43 -4.14 -2.92 0.13
H -3.14 -3.53 -1.13 0.06
H -2.67 -4.89 -0.18 0.06
H -3.63 -5.17 -1.58 0.08
H 0.25 -3.78 -1.68 0.07
C -4.13 1.54 -1.00 -0.06
C -4.78 2.00 -2.36 -0.45
C -5.95 3.00 -2.30 -0.05
O -3.70 2.58 -3.10 -0.06
H -3.85 2.35 -0.33 0.07
H -3.22 0.99 -1.24 0.04
H -4.78 0.90 -0.40 0.08
H -5.21 1.10 -2.78 0.11
H -6.74 2.70 -2.99 0.07
H -5.71 4.05 -2.44 0.08
H -6.44 2.91 -1.32 0.07
H -2.95 2.03 -2.88 0.04
C 2.82 -0.79 6.24 -0.04
C 1.92 -0.84 5.01 -0.48
C 0.48 -0.80 5.45 -0.05
O 2.19 0.26 4.22 -0.05
H 3.86 -0.92 5.95 0.08
H 2.52 -1.51 7.01 0.08
H 2.83 0.18 6.73 0.08
H 2.17 -1.67 4.34 0.14
H 0.24 0.10 6.02 0.10
H 0.16 -1.70 5.97 0.09
H -0.18 -0.74 4.58 0.05
H 1.97 1.09 4.64 0.13
C 2.98 -1.22 -0.19 -0.03
C 3.02 -0.74 1.25 -0.45
C 3.92 0.43 1.32 -0.05
O 1.76 -0.26 1.68 -0.09
H 3.98 -1.42 -0.58 0.10
H 2.53 -0.49 -0.86 0.07
H 2.43 -2.16 -0.24 0.08
H 3.46 -1.50 1.89 0.15
H 4.96 0.18 1.13 0.09
H 3.94 0.90 2.30 0.08
H 3.70 1.17 0.55 0.08
H 1.92 -0.11 2.62 0.05
C 4.71 1.27 -2.34 -0.03
C 5.30 1.40 -3.77 -0.48
C 6.67 1.99 -3.85 -0.07
O 5.43 0.14 -4.47 -0.06
H 5.39 0.73 -1.69 0.08
H 3.78 0.71 -2.41 0.05
H 4.50 2.27 -1.95 0.07
H 4.56 2.00 -4.30 0.12
H 7.37 1.34 -3.34 0.08
H 6.71 2.90 -3.26 0.08
H 7.11 2.04 -4.85 0.08
H 5.21 0.32 -5.39 0.08
C -3.44 2.92 4.54 -0.04
C -2.09 3.51 4.15 -0.51
C -1.59 4.71 4.96 -0.06
O -1.09 2.53 4.15 -0.09
H -3.36 2.56 5.57 0.07
H -3.72 2.08 3.91 0.07
H -4.20 3.70 4.44 0.08
H -2.14 3.98 3.16 0.12
H -1.42 4.33 5.97 0.07
H -2.29 5.53 5.12 0.08
H -0.65 5.13 4.59 0.08
H -1.34 1.83 3.54 -0.06
C 1.78 3.70 0.58 -0.01
C 0.44 2.89 0.74 -0.46
C -0.76 3.65 0.17 -0.02
O 0.66 1.71 0.07 -0.12
H 1.74 4.77 0.76 0.07
H 2.11 3.73 -0.46 0.05
H 2.48 3.28 1.30 0.07
H 0.32 2.63 1.79 0.12
H -0.77 4.67 0.56 0.08
H -1.64 3.18 0.62 0.05
H -0.77 3.70 -0.91 0.08
H 0.60 1.97 -0.85 0.06
```